# 1
{"formula": "C32H31MoN7O6SSi", "method": "ωB97M-V with the def2-TZVPD basis set", "species": ["Mo", "O", "C", "C", "C", "C", "C", "C", "C", "O", "N", "N", "C", "C", "C", "C", "C", "C", "C", "O", "H", "H", "H", "H", "H", "H", "H", "H", "H", "H", "C", "C", "C", "C", "C", "C", "N", "N", "Si", "C", "C", "C", "H", "H", "H", "H", "H", "H", "H", "H", "H", "H", "H", "H", "H", "H", "H", "O", "S", "O", "O", "C", "N", "C", "C", "C", "N", "C", "C", "C", "N", "C", "C", "H", "H", "H", "H", "H", "H"], "coordinates": [[-0.259361, 0.068958, 0.295545], [5.088954, 1.462276, 0.927707], [4.414051, 2.117218, 1.883076], [5.156631, 2.889111, 2.776868], [4.526518, 3.588617, 3.781381], [3.139676, 3.541884, 3.932205], [2.398762, 2.775698, 3.064453], [3.014552, 2.052714, 2.030675], [2.188945, 1.254906, 1.136998], [0.891590, 1.159084, 1.413178], [2.690632, 0.657230, 0.099846], [1.709155, -0.045403, -0.588878], [2.129670, -0.705874, -1.604669], [1.258491, -1.537251, -2.426780], [1.792041, -2.210879, -3.522588], [0.995522, -3.025595, -4.311862], [-0.349493, -3.180915, -4.008847], [-0.905686, -2.521610, -2.921845], [-0.101035, -1.708977, -2.145199], [-0.674692, -1.055807, -1.089641], [4.447037, 1.002683, 0.348018], [6.228920, 2.924591, 2.650043], [5.119811, 4.186285, 4.459888], [2.654094, 4.101822, 4.717350], [1.324228, 2.716877, 3.166710], [3.188165, -0.664170, -1.846006], [2.841424, -2.084793, -3.752272], [1.421915, -3.539750, -5.161027], [-0.972953, -3.815842, -4.622513], [-1.951656, -2.625392, -2.667619], [1.841466, -2.721516, 1.699555], [0.484089, -2.484619, 2.280210], [-0.060153, -3.249725, 3.289642], [-1.338095, -2.932708, 3.761296], [-2.064876, -1.889403, 3.232958], [-1.477454, -1.154041, 2.195284], [-0.226796, -1.471130, 1.768193], [-1.930957, -0.070027, 1.489371], [-3.531028, 0.689558, 1.540422], [-4.862226, -0.595004, 1.865750], [-3.528110, 2.012737, 2.856661], [-3.811134, 1.438553, -0.148392], [2.375392, -3.485743, 2.258930], [2.428309, -1.800921, 1.710167], [1.756385, -3.047847, 0.660355], [0.503067, -4.066742, 3.713231], [-1.763675, -3.516396, 4.567149], [-3.041200, -1.635251, 3.609034], [-5.043725, -0.767306, 2.925980], [-4.641408, -1.554262, 1.395119], [-5.797327, -0.230200, 1.437267], [-3.683814, 1.608584, 3.857261], [-4.312991, 2.746535, 2.667469], [-2.578186, 2.550240, 2.857106], [-3.427759, 0.796679, -0.944750], [-3.344398, 2.419156, -0.242686], [-4.879015, 1.574894, -0.320294], [-4.676732, 9.357203, -1.483737], [-3.501641, 8.682890, -0.985510], [-3.698249, 7.891839, 0.212524], [-2.268310, 9.447620, -1.022994], [-3.143111, 7.426689, -2.255210], [-3.402265, 7.700747, -3.531704], [-3.074271, 6.778841, -4.420839], [-2.494090, 5.562873, -4.076629], [-2.263164, 5.384660, -2.720802], [-2.576889, 6.310972, -1.825315], [-1.671625, 4.156802, -2.127606], [-1.286628, 4.184245, -0.787544], [-0.816538, 3.038041, -0.194667], [-0.699693, 1.867685, -0.849589], [-1.043310, 1.845605, -2.145521], [-1.520264, 2.956537, -2.812147], [-3.282862, 7.013622, -5.459910], [-2.237788, 4.832287, -4.828065], [-1.400681, 5.099916, -0.225001], [-0.534204, 3.031852, 0.851350], [-0.948427, 0.896206, -2.657674], [-1.796250, 2.858547, -3.851526]], "forces_ev_per_angstrom": [[-0.7, -0.7, 0.5], [0.0, 0.0, -0.1], [-0.1, 0.0, 0.0], [0.0, 0.0, 0.0], [0.0, 0.0, 0.0], [0.0, 0.0, 0.0], [0.0, 0.0, 0.0], [0.0, 0.0, 0.0], [-0.1, 0.1, 0.1], [0.2, 0.1, 0.0], [0.0, 0.0, 0.1], [0.4, 0.0, -0.4], [-0.2, 0.0, 0.0], [0.0, 0.1, 0.1], [-0.1, -0.1, -0.1], [0.1, 0.0, 0.0], [0.0, 0.0, 0.0], [0.1, 0.0, -0.1], [-0.1, 0.1, 0.2], [0.2, -0.1, -0.3], [0.0, 0.0, 0.0], [0.0, 0.0, 0.0], [0.0, 0.0, 0.0], [0.0, 0.0, 0.0], [0.0, 0.0, 0.0], [0.0, 0.0, 0.0], [0.0, 0.0, 0.0], [0.0, 0.0, 0.0], [0.0, 0.0, 0.0], [0.0, 0.0, 0.0], [0.0, 0.0, 0.0], [0.0, 0.0, 0.0], [0.0, 0.1, 0.0], [0.1, 0.0, 0.0], [0.0, 0.0, -0.1], [0.0, 0.2, 0.2], [-0.1, 0.0, -0.1], [0.2, -0.1, -0.2], [0.0, 0.1, 0.0], [0.1, 0.1, 0.0], [0.0, 0.0, -0.1], [0.0, -0.1, 0.0], [0.0, 0.0, 0.0], [0.0, 0.0, 0.0], [0.0, 0.0, 0.0], [0.0, 0.0, 0.0], [0.0, 0.0, 0.0], [-0.1, 0.0, 0.0], [0.0, 0.0, 0.1], [0.0, 0.0, 0.0], [0.0, 0.0, 0.0], [0.0, 0.0, 0.0], [-0.1, 0.0, 0.0], [0.0, 0.0, 0.0], [0.0, 0.0, 0.0], [0.0, 0.0, 0.0], [-0.1, 0.0, 0.0], [0.0, 0.1, 0.0], [0.0, -0.1, -0.1], [0.0, 0.0, 0.1], [0.0, 0.0, 0.0], [0.0, 0.2, 0.1], [-0.1, 0.1, -0.3], [0.0, 0.0, 0.0], [0.0, 0.1, 0.2], [0.0, 0.0, -0.1], [0.1, -0.3, 0.0], [0.0, 0.0, 0.0], [0.0, 0.0, 0.0], [0.1, 0.0, 0.0], [0.0, 0.3, -0.1], [0.1, 0.0, 0.0], [0.0, -0.1, 0.1], [0.0, 0.0, 0.0], [0.0, -0.1, 0.0], [0.0, 0.0, 0.0], [0.0, 0.0, -0.1], [0.0, 0.0, 0.0], [0.0, 0.0, 0.0]], "spin_multiplicity": 1, "energy_ha": -2828.7488, "charge": 0, "gap_ev": [4.67, 4.67]}

# 2
{"formula": "C5H14IN2O", "method": "ωB97M-V with the def2-TZVPD basis set", "species": ["C", "N", "C", "O", "C", "I", "N", "C", "C", "H", "H", "H", "H", "H", "H", "H", "H", "H", "H", "H", "H", "H", "H"], "coordinates": [[-1.856492, 2.597296, -0.394563], [-0.394390, 2.059645, -0.627535], [-0.283109, 0.758774, 0.285658], [0.099619, 1.236264, 1.466141], [0.831601, -0.302825, -0.460208], [2.994984, 0.279418, 0.283350], [0.411055, -1.577912, -0.100374], [0.299378, -1.947033, 1.348789], [0.708838, -2.720632, -0.993282], [-2.169866, 2.809793, 0.588430], [-1.937535, 3.505488, -0.943529], [-2.521504, 1.853495, -0.757198], [-0.310171, 2.159820, -1.594997], [0.234672, 2.678626, -0.219120], [-1.270263, 0.402977, 0.437166], [1.062021, 1.459421, 1.531585], [0.970883, -0.167162, -1.483177], [-0.050117, -1.152712, 2.045571], [-0.446806, -2.664928, 1.388905], [1.149442, -2.510916, 1.821686], [0.695979, -2.376078, -2.122833], [1.747150, -2.946200, -0.889326], [0.034624, -3.434611, -0.611140]], "forces_ev_per_angstrom": [[1.4, -0.1, -1.0], [-4.3, -0.4, 2.5], [4.1, -0.2, -2.1], [0.4, 0.8, 1.4], [-2.4, -0.2, 3.9], [-0.8, 0.1, -0.2], [0.6, 0.9, 0.3], [0.9, 0.6, 0.0], [0.9, 3.1, -1.4], [0.6, 0.0, 1.6], [-0.2, 0.6, -0.6], [-0.4, -0.6, -0.7], [0.6, -0.9, -2.2], [1.5, 1.5, 0.9], [-0.8, -0.9, -0.6], [-0.4, -0.6, -0.3], [-0.1, 0.2, -1.7], [0.6, -0.2, -0.9], [-1.8, -1.4, 0.0], [0.0, 1.0, -0.8], [-0.9, -0.9, 2.2], [0.8, -0.9, 0.5], [-0.5, -1.5, -0.6]], "spin_multiplicity": 1, "energy_ha": -681.0294, "relative_energy_ev": 0.000, "charge": 1, "smiles": "C[NH2+][C@H](O)[C@@H](I)N(C)C", "gap_ev": 8.92}

# 3
{"formula": "C3H5ClN2", "method": "ωB97M-V with the def2-TZVPD basis set", "species": ["C", "N", "C", "C", "N", "Cl", "H", "H", "H", "H", "H"], "coordinates": [[-0.433989, 0.673882, -1.593065], [0.733230, 0.448177, -1.076183], [0.898642, -0.195712, 0.131013], [0.001126, -1.014893, 1.035294], [0.313614, 0.325202, 1.405526], [-0.974368, 1.391422, 1.119752], [-1.443753, 0.376255, -1.317016], [-0.375250, 1.420705, -2.399014], [1.904184, -0.478259, 0.346365], [-1.061140, -0.958818, 0.834684], [0.437703, -1.987961, 1.512642]], "forces_ev_per_angstrom": [[2.1, 1.0, -0.2], [-2.3, 0.4, -1.2], [-0.4, -1.3, 1.3], [-0.8, -1.9, -1.0], [2.1, 1.1, 1.1], [-0.6, 0.5, 0.5], [0.3, -0.5, 0.4], [-0.3, -0.6, -0.1], [0.8, 0.2, -0.1], [-0.1, -1.3, -0.4], [-0.9, 2.3, -0.4]], "spin_multiplicity": 1, "energy_ha": -686.8769, "relative_energy_ev": 3.240, "charge": 0, "smiles": "C=N[C@@H]1CN1Cl", "gap_ev": 9.95}

# 4
{"formula": "C18H14BrCl2F5O5OsPS", "method": "ωB97M-V with the def2-TZVPD basis set", "species": ["Os", "F", "C", "C", "F", "C", "F", "C", "S", "C", "F", "C", "F", "Br", "C", "C", "C", "C", "C", "C", "C", "O", "O", "H", "H", "H", "H", "Cl", "C", "Cl", "C", "O", "O", "H", "C", "P", "C", "C", "O", "H", "H", "H", "H", "H", "H", "H", "H", "H"], "coordinates": [[-1.085650, -0.496787, 0.039801], [4.732378, -2.768565, 2.479540], [3.673612, -2.626205, 1.703668], [2.600424, -1.860573, 2.141683], [2.632197, -1.266762, 3.326954], [1.513142, -1.734319, 1.305428], [0.451337, -0.971693, 1.763663], [1.433463, -2.315907, 0.049125], [0.018082, -2.095855, -0.986881], [2.523672, -3.071574, -0.360935], [2.512746, -3.651144, -1.551967], [3.637216, -3.231558, 0.455227], [4.666618, -3.949528, 0.047092], [-2.088300, -2.540530, -4.961884], [-2.190586, -1.261783, -3.592201], [-1.616180, 0.019785, -3.822746], [-1.658434, 0.972582, -2.858998], [-2.265415, 0.684314, -1.599042], [-2.873019, -0.570659, -1.387358], [-2.832013, -1.546135, -2.424842], [-2.365874, 1.763781, -0.545499], [-2.779181, 2.872328, -0.721642], [-1.804690, 1.310345, 0.573873], [-1.163447, 0.225999, -4.782390], [-1.267503, 1.963635, -3.039899], [-3.600685, -0.701106, -0.596914], [-3.328297, -2.494605, -2.275238], [-3.270310, 0.661474, 3.850158], [-1.971666, -0.393747, 3.284434], [-1.059642, -1.125882, 4.601717], [-2.605745, -1.495730, 2.416103], [-3.261753, -2.378804, 2.859316], [-2.429875, -1.375564, 1.075698], [-1.288273, 0.242209, 2.735135], [2.762359, 2.052773, -0.613104], [1.046729, 2.080790, -0.093365], [1.015190, 2.234032, 1.693101], [0.296264, 3.547752, -0.787969], [0.432435, 0.764746, -0.609420], [3.249096, 3.000108, -0.382169], [2.809147, 1.877118, -1.687308], [3.286546, 1.246821, -0.099625], [1.520361, 3.157285, 1.980194], [1.540105, 1.396561, 2.153560], [-0.013926, 2.271809, 2.047836], [0.901853, 4.409612, -0.504290], [-0.720868, 3.694548, -0.421920], [0.286364, 3.474614, -1.875689]], "forces_ev_per_angstrom": [[0.4, -0.1, -0.1], [-0.1, 0.0, -0.1], [0.1, 0.0, 0.0], [-0.1, 0.1, 0.0], [0.0, 0.0, -0.1], [-0.1, 0.1, 0.1], [0.0, -0.1, -0.5], [-0.1, 0.1, 0.2], [0.1, -0.1, 0.1], [0.1, -0.1, 0.0], [0.0, 0.0, 0.0], [-0.1, 0.0, 0.0], [0.0, 0.0, 0.0], [0.0, 0.0, 0.0], [0.0, -0.1, 0.1], [0.0, -0.1, 0.0], [0.0, 0.0, 0.2], [0.2, 0.1, -0.1], [-0.1, 0.0, 0.1], [0.1, -0.1, -0.2], [-0.1, 0.1, 0.1], [0.0, -0.2, -0.1], [-0.1, 0.1, 0.1], [0.0, 0.0, 0.0], [0.0, 0.0, 0.0], [-0.1, 0.0, 0.0], [0.0, 0.0, 0.0], [0.0, 0.0, 0.0], [-0.2, 0.0, -0.1], [0.0, 0.0, 0.0], [0.2, -0.2, 0.1], [0.1, 0.0, 0.1], [-0.2, 0.3, 0.0], [0.0, 0.0, -0.1], [-0.1, 0.0, 0.0], [0.2, 0.0, 0.0], [0.0, 0.0, -0.1], [0.0, 0.0, 0.1], [0.0, 0.1, 0.0], [0.0, 0.0, 0.0], [0.0, 0.0, 0.0], [0.0, 0.0, 0.0], [0.0, 0.0, 0.0], [0.0, 0.0, 0.0], [0.0, 0.0, 0.0], [0.0, 0.0, 0.0], [0.1, 0.0, 0.0], [0.0, 0.0, 0.0]], "spin_multiplicity": 1, "energy_ha": -5894.2416, "charge": 1, "gap_ev": 6.72}

Q: charge of number 2 (C5H14IN2O)?
A: +1

Q: charge of number 2 (C5H14IN2O)?
A: +1